{"formula": "C7H6", "method": "wB97M-V/def2-TZVPD", "elements": ["C", "C", "C", "C", "C", "C", "C", "H", "H", "H", "H", "H", "H"], "xyz": [[-3.02782, -0.49504, 0.37267], [-2.11097, 0.40616, 0.16486], [-1.08781, 1.13001, 0.04029], [0.17637, 1.21143, -0.09181], [1.52458, 1.68598, -0.11562], [1.32272, 0.36910, -0.10068], [1.88970, -0.97850, -0.19433], [-2.85275, -1.55650, 0.29701], [-4.10630, -0.41989, 0.29926], [2.13645, 2.56914, 0.00991], [1.24405, -1.87100, -0.06369], [2.60006, -0.96281, 0.57675], [2.29174, -1.08808, -1.19461]], "atomic_forces_ev_per_a": [[-1.61, -0.79, -0.68], [-0.32, -0.34, 0.21], [-1.94, -0.20, 0.06], [2.31, 0.36, 0.10], [-0.41, -0.28, 0.45], [-0.07, 0.81, -0.75], [-1.08, -0.49, -0.48], [0.97, -0.23, 0.15], [-0.07, 1.03, 0.37], [0.13, -0.28, -0.29], [-0.18, 1.01, 0.17], [1.63, -0.64, 0.71], [0.62, 0.02, -0.02]], "orbital_gap_ev": 8.2, "mol_weight_g_mol": 90.125, "smiles": "C=C=C=C1C=C1C", "e_tot_ev": -7350.1398, "relative_energy_ev": 3.359}

=====

{"formula": "C21H42N8O19Si2", "method": "wB97M-V/def2-TZVPD", "elements": ["N", "C", "C", "Si", "O", "Si", "C", "C", "C", "C", "O", "C", "O", "O", "C", "O", "C", "C", "C", "C", "C", "C", "H", "H", "H", "H", "H", "H", "H", "H", "H", "H", "H", "H", "H", "H", "H", "H", "H", "H", "H", "H", "H", "C", "N", "O", "O", "H", "H", "H", "C", "N", "O", "O", "H", "H", "H", "C", "N", "O", "O", "H", "H", "H", "C", "N", "O", "O", "H", "H", "H", "C", "N", "O", "O", "H", "H", "H", "C", "N", "O", "O", "H", "H", "H", "C", "N", "O", "O", "H", "H", "H"], "xyz": [[2.35160, -5.26416, 1.58391], [1.56607, -4.36926, 2.01497], [0.07228, -4.48744, 1.83220], [-0.73623, -2.78312, 1.96268], [-0.85198, -2.20744, 0.39855], [-1.00782, -0.59218, 0.02869], [0.65857, 0.09225, -0.36664], [1.54114, -0.82685, -1.25211], [2.72207, -1.40334, -0.47656], [3.82591, -1.96234, -1.36520], [3.64867, -3.39784, -1.42836], [4.61030, -4.04444, -2.05517], [5.58642, -3.53605, -2.52963], [-2.06179, -0.56631, -1.32048], [-3.36118, -0.55272, -0.93527], [-3.82190, 0.47471, -0.50839], [-4.18964, -1.77317, -1.08975], [-5.40665, -1.63631, -1.76168], [-6.23586, -2.73523, -1.95343], [-5.84868, -3.98536, -1.47542], [-4.64445, -4.13433, -0.79540], [-3.82107, -3.02398, -0.60266], [3.31212, -4.98436, 1.78539], [1.95150, -3.46665, 2.49569], [-0.37772, -5.20642, 2.51230], [-0.08571, -4.82193, 0.80608], [-2.06181, -2.93979, 2.60499], [0.08003, -1.87662, 2.76950], [-1.68015, 0.20360, 1.03462], [0.59072, 1.08499, -0.80305], [1.16928, 0.18991, 0.59438], [1.96768, -0.19512, -2.03435], [0.97594, -1.60184, -1.76811], [2.37766, -2.22840, 0.14507], [3.15821, -0.62208, 0.13992], [3.85644, -1.52479, -2.35964], [4.79077, -1.78056, -0.89784], [4.48342, -5.12503, -2.15186], [-5.71297, -0.66469, -2.12256], [-7.17432, -2.64629, -2.47783], [-6.47433, -4.85458, -1.61780], [-4.31514, -5.09208, -0.42445], [-2.89738, -3.16857, -0.06737], [0.84744, 2.61585, 3.52574], [0.37469, 1.22138, 3.30652], [1.10854, 0.31828, 3.64916], [-0.71797, 1.08611, 2.78924], [1.82513, 2.57417, 3.99018], [0.88849, 3.10120, 2.55415], [0.12965, 3.10700, 4.17162], [4.56013, -4.84203, -5.66132], [4.34980, -6.11189, -6.40972], [3.51953, -6.88782, -5.98341], [5.02895, -6.28159, -7.39981], [3.88977, -4.82980, -4.81109], [5.59730, -4.81641, -5.34151], [4.34272, -4.02399, -6.34104], [-0.30342, 2.87808, -3.89594], [0.71383, 3.52527, -3.02253], [1.01333, 2.96841, -1.98732], [1.18346, 4.57734, -3.40381], [-0.62476, 1.95670, -3.42358], [-1.12918, 3.57493, -4.00198], [0.16785, 2.68704, -4.85520], [-3.76662, 3.22476, 1.34496], [-2.63036, 4.19391, 1.31028], [-2.78306, 5.20344, 0.65245], [-1.61952, 3.92148, 1.92656], [-4.57006, 3.62965, 0.74196], [-3.40694, 2.28473, 0.93627], [-4.07350, 3.11014, 2.38111], [-5.29851, -0.66923, 2.01363], [-6.23328, 0.06525, 2.90829], [-5.84279, 0.36346, 4.01881], [-7.33092, 0.32384, 2.45952], [-4.36548, -0.82662, 2.54470], [-5.76560, -1.61603, 1.75625], [-5.14494, -0.05750, 1.12874], [3.26291, 6.22541, -1.42368], [4.42243, 5.81683, -0.58384], [5.42303, 6.50212, -0.62259], [4.28484, 4.81635, 0.09077], [3.52994, 7.12814, -1.96011], [3.04588, 5.41332, -2.10853], [2.42466, 6.39868, -0.75590], [2.73603, 6.31714, 5.26218], [2.07666, 5.01380, 5.54950], [0.86626, 4.95782, 5.46196], [2.79934, 4.08754, 5.85143], [1.96949, 7.03944, 5.00883], [3.27550, 6.61121, 6.15710], [3.41935, 6.15890, 4.43311]], "atomic_forces_ev_per_a": [[0.07, 0.19, 0.08], [0.02, -0.46, -0.11], [0.16, 1.00, -0.25], [0.00, -0.91, -0.09], [-0.17, 0.72, 0.63], [0.42, -0.21, -0.86], [-0.01, -0.68, -0.26], [0.26, 0.74, -0.12], [-0.18, -0.35, -0.67], [0.15, -0.05, 0.87], [-0.48, -0.05, -0.18], [0.59, -0.30, -0.44], [0.46, 0.47, -0.28], [0.26, -0.84, 0.71], [0.15, 0.76, -0.25], [-0.53, 0.27, -0.01], [-0.21, -0.49, -0.43], [-0.24, -0.12, 0.11], [0.37, -0.25, 0.19], [0.24, -0.01, 0.16], [-0.01, 0.75, -0.13], [-0.05, -0.35, -0.12], [0.04, -0.14, -0.06], [-0.04, 0.07, 0.17], [0.06, -0.08, 0.12], [-0.15, -0.29, 0.01], [-0.14, 0.17, -0.19], [0.11, 0.15, 0.07], [-0.34, -0.21, 0.19], [-0.11, 0.09, 0.10], [-0.11, 0.20, 0.18], [-0.05, 0.00, -0.16], [-0.03, -0.19, 0.08], [0.06, 0.10, 0.37], [-0.05, 0.07, 0.19], [-0.12, -0.12, -0.17], [0.15, 0.00, -0.10], [-0.65, -0.11, 0.45], [0.05, 0.07, -0.02], [-0.06, 0.17, -0.05], [-0.13, 0.02, -0.09], [-0.10, -0.13, 0.05], [0.18, 0.16, -0.08], [0.14, -0.04, -0.04], [0.10, 0.43, 0.02], [-0.06, -0.16, -0.07], [0.25, -0.19, 0.34], [-0.01, -0.10, 0.04], [-0.16, 0.01, 0.01], [-0.09, 0.02, -0.09], [-0.05, 0.04, 0.13], [-0.04, 0.00, 0.02], [0.03, 0.01, -0.02], [-0.02, 0.00, 0.01], [-0.03, -0.06, -0.02], [0.02, 0.05, -0.06], [0.10, -0.01, -0.05], [-0.08, -0.14, 0.06], [0.00, -0.02, 0.06], [0.03, 0.05, -0.04], [-0.05, -0.02, -0.10], [0.03, 0.02, 0.05], [0.05, 0.05, -0.06], [-0.01, 0.10, -0.03], [0.04, 0.00, 0.05], [0.00, 0.13, -0.09], [0.01, 0.01, -0.03], [-0.21, -0.08, -0.01], [0.04, 0.05, -0.02], [0.04, -0.02, 0.06], [0.11, -0.05, 0.03], [0.13, -0.05, 0.09], [0.04, -0.05, 0.05], [-0.02, 0.03, -0.04], [0.01, 0.01, 0.01], [-0.03, 0.03, 0.06], [-0.07, 0.05, -0.07], [-0.11, -0.08, 0.00], [0.07, 0.15, -0.10], [-0.02, 0.04, -0.01], [0.00, -0.04, 0.02], [0.01, 0.03, 0.02], [0.07, 0.01, 0.04], [-0.09, -0.07, 0.10], [-0.04, -0.12, -0.01], [-0.10, 0.14, -0.05], [-0.02, 0.06, 0.04], [0.08, 0.07, 0.05], [-0.02, 0.00, -0.02], [-0.04, -0.04, 0.01], [0.07, -0.06, -0.02], [0.07, -0.04, 0.06]], "orbital_gap_ev": 9.7, "mol_weight_g_mol": 766.776, "e_tot_ev": -89020.4787}

=====

{"formula": "C8H6F9KNO4S", "method": "wB97M-V/def2-TZVPD", "elements": ["N", "C", "C", "C", "C", "F", "F", "C", "F", "F", "C", "F", "F", "C", "F", "F", "F", "C", "O", "S", "O", "O", "O", "H", "H", "H", "H", "H", "H", "K"], "xyz": [[0.84187, 2.71580, 2.47697], [1.14880, 2.05827, 1.43463], [0.18440, 1.72971, 0.31014], [0.61366, 0.61523, -0.64386], [0.72615, -0.82414, -0.06500], [1.53484, -1.53141, -0.88338], [1.27133, -0.80186, 1.15800], [-0.50659, -1.79927, 0.03597], [-1.00084, -2.01277, -1.23716], [-0.03006, -3.01395, 0.43069], [-1.74790, -1.48348, 0.91604], [-2.34919, -0.39526, 0.40289], [-2.58571, -2.55073, 0.75723], [-1.56994, -1.32399, 2.46568], [-2.76251, -1.39281, 3.01995], [-0.80625, -2.30992, 2.92273], [-1.02314, -0.15614, 2.76185], [-0.16699, 0.66704, -1.98174], [0.56269, 1.62332, -2.74095], [2.10564, 1.25230, -2.58539], [2.89464, 2.41144, -2.74980], [2.32724, 0.04010, -3.29939], [1.96900, 0.94657, -1.01648], [-0.14619, 2.98009, 2.49738], [2.18739, 1.74533, 1.32914], [0.10312, 2.61971, -0.32808], [-0.80135, 1.55927, 0.73462], [-1.18319, 1.04278, -1.85938], [-0.15485, -0.28944, -2.50954], [-1.63610, -4.12184, -1.75374]], "atomic_forces_ev_per_a": [[0.16, -0.41, -0.54], [-0.12, 0.34, 0.65], [0.00, 0.03, -0.01], [0.20, 0.10, 0.02], [-0.10, -0.28, -0.23], [0.16, -0.03, -0.06], [-0.01, 0.04, 0.19], [0.23, -0.03, 0.57], [0.30, 1.45, 0.45], [-0.19, 0.54, -0.19], [-0.18, -0.05, 0.08], [0.10, -0.11, 0.12], [0.19, 0.15, -0.26], [0.25, -0.01, -0.21], [-0.25, -0.03, 0.06], [-0.02, 0.05, -0.01], [0.15, 0.09, -0.17], [-0.06, -0.02, -0.04], [-0.24, 0.26, -0.17], [0.05, 0.01, -0.44], [-0.20, -0.39, 0.01], [0.15, 0.31, 0.32], [0.01, -0.29, 0.26], [0.02, -0.02, -0.04], [-0.07, 0.01, -0.07], [0.01, -0.09, 0.07], [-0.18, -0.14, -0.04], [0.12, -0.06, 0.01], [-0.03, 0.14, 0.05], [-0.45, -1.57, -0.39]], "orbital_gap_ev": 8.6, "mol_weight_g_mol": 422.286, "total_charge": 1, "e_tot_ev": -69684.2858, "relative_energy_ev": 0.083}

=====

Strongest force on any atom in eV Å⁻¹, matching the order above: 2.34; 1.14; 1.68
Lowest unoccupied orbital energy in eV, matching the order above: 0.80; -0.38; -4.10